1.
ORCA calculation (ωB97M-V with the def2-TZVPD basis set) on a cluster of 2 separate species, C2H9N2OP in total at a distorted geometry.

Results
Multiplicity = 1
Frontier orbital gap (spin up / spin down) = 0.317 / 0.343 Ha
LUMO (spin up / spin down) = -1.61 / -0.88 eV
E = -16533.427 eV
M = 108.081 g/mol

Atoms and positions in Å:
C 1.9648 -0.5015 0.7309
C 0.1797 1.0836 -0.9996
N -2.6424 0.1201 -0.0339
N -0.7570 -0.4964 1.1014
O 0.1144 -1.7417 -0.9982
P 0.3169 -0.6228 -0.1173
H 1.8858 -0.6804 1.9114
H 2.4345 -1.3855 0.3339
H 2.5112 0.4092 0.5840
H 0.6175 1.2484 -2.0900
H -0.9860 1.2019 -1.1758
H 0.4098 1.9879 -0.4308
H -2.9525 -0.7156 0.4428
H -2.4589 -0.2077 -0.9856
H -0.6379 0.3006 1.7267

---

2.
ORCA calculation (ωB97M-V with the def2-TZVPD basis set) on a structure of composition C4H8N2S at a distorted geometry.

Results
Multiplicity = 1
Frontier orbital gap = 0.290 Ha
LUMO = -0.21 eV
E = -18085.162 eV
M = 116.189 g/mol

Atoms and positions in Å:
C 0.7250 -1.4970 0.6760
C 0.2964 -0.1941 0.1478
C -0.9076 0.0258 -0.4046
C 1.2405 0.9347 -0.3363
H -0.3869 -2.4414 0.4245
H 2.0000 -2.1034 0.0204
H 0.6250 -1.2182 2.0621
H -1.2545 0.8696 -1.0764
H -1.9462 -1.2339 1.1097
H -2.7767 -0.5822 -0.6856
H -0.5458 2.3809 -0.2224
H 1.2325 2.9742 -0.4501
N -1.8120 -1.0055 -0.2602
N 0.6714 2.1530 -0.3026
S 2.8390 0.9374 -0.7022

---

3.
ORCA calculation (ωB97M-V with the def2-TZVPD basis set) on a structure of composition C33H39N7Pb.

Results
Multiplicity = 1
Frontier orbital gap (spin up / spin down) = 0.179 / 0.206 Ha
LUMO (spin up / spin down) = -13.85 / -13.11 eV
Net charge = +4
E = -50495.649 eV
M = 740.924 g/mol

Atoms and positions in Å:
Pb -1.1544 0.0806 -1.0983
C 1.6755 -0.0535 5.7077
C 0.1758 -0.0816 5.4162
C -0.4326 -1.3661 6.0085
C -0.4892 1.1521 6.0539
C -0.1204 -0.0606 3.9310
C -1.4407 -0.0909 3.4636
C -1.6909 -0.0683 2.1167
N -0.7161 -0.0215 1.1855
C 0.5692 0.0097 1.6081
C 0.8767 -0.0061 2.9555
C 1.6231 0.0788 0.5590
C 2.9754 0.0439 0.8437
C 3.9258 0.1380 -0.1762
C 3.4333 0.2578 -1.4819
C 2.0786 0.2748 -1.7025
N 1.1800 0.1871 -0.7052
C 5.4191 0.1112 0.0850
C 5.7446 0.0323 1.5759
C 6.0380 1.3930 -0.5008
C 6.0029 -1.1228 -0.6271
H 1.8284 -0.0722 6.7855
H 2.1503 0.8564 5.3335
H 2.1902 -0.9246 5.2961
H -0.1873 -1.4174 7.0687
H -0.0287 -2.2591 5.5287
H -1.5199 -1.3830 5.9248
H -0.2486 1.1745 7.1162
H -1.5761 1.1243 5.9662
H -0.1236 2.0791 5.6090
H -2.2731 -0.1301 4.1517
H -2.7035 -0.0910 1.7407
H 1.9080 0.0305 3.2661
H 3.3125 -0.0554 1.8627
H 4.1064 0.3400 -2.3232
H 1.6770 0.3728 -2.7054
H 5.3581 0.8931 2.1265
H 6.8258 0.0304 1.7036
H 5.3682 -0.8862 2.0319
H 5.5767 2.2891 -0.0826
H 5.9554 1.4315 -1.5875
H 7.0991 1.4184 -0.2554
H 5.5456 -2.0462 -0.2678
H 7.0719 -1.1772 -0.4233
H 5.8778 -1.0676 -1.7093
N -5.2222 0.1226 -0.1321
C -4.7521 -1.1682 -0.2072
C -5.7307 -2.1735 -0.0808
C -5.3372 -3.4997 -0.0871
C -3.9883 -3.7764 -0.2139
C -3.0902 -2.7068 -0.3483
N -3.4395 -1.4293 -0.3579
C -4.6710 1.3882 -0.1136
C -5.5878 2.4347 0.0913
C -5.1216 3.7353 0.1707
C -3.7608 3.9464 0.0467
C -2.9272 2.8417 -0.1691
N -3.3472 1.5864 -0.2590
H -6.2309 0.1509 -0.0150
H -6.7756 -1.9094 0.0321
H -6.0674 -4.2919 0.0122
H -3.6180 -4.7925 -0.2145
H -2.0314 -2.9245 -0.4492
H -6.6453 2.2229 0.1963
H -5.8064 4.5573 0.3311
H -3.3341 4.9382 0.1099
H -1.8585 3.0082 -0.2673
N 0.4957 -0.3711 -9.3208
C 0.1984 -0.3144 -8.0359
C 0.7649 -1.2413 -7.1084
C 0.4163 -1.1233 -5.7859
N -0.4286 -0.1862 -5.3104
C -0.9658 0.6832 -6.1863
C -0.6996 0.6763 -7.5346
H 1.1305 -1.0719 -9.6930
H 0.0989 0.2820 -9.9906
H 1.4448 -2.0143 -7.4433
H 0.8257 -1.8160 -5.0622
H -1.6452 1.4206 -5.7801
H -1.1568 1.3980 -8.1995

---

4.
ORCA calculation (ωB97M-V with the def2-TZVPD basis set) on a cluster of 2 separate species, C4H11NO2 in total at a distorted geometry.

Results
Multiplicity = 1
Frontier orbital gap = 0.380 Ha
SMILES string = CCNC(C)=O.O
LUMO = 0.76 eV
E = -9910.725 eV
M = 105.137 g/mol

Atoms and positions in Å:
C -0.2930 1.3432 -1.6446
C -0.9139 0.1010 -1.0484
N -0.9227 0.0546 0.2908
C 0.0516 0.5628 1.1185
C 1.5018 0.3104 0.8957
O -1.4860 -0.7286 -1.7278
H -0.7176 1.5349 -2.6890
H 0.8463 1.3235 -1.7598
H -0.4381 2.3052 -1.0251
H -1.4633 -0.7827 0.5944
H 0.0379 1.6572 1.1683
H -0.3350 0.3537 2.1325
H 2.1114 -0.0931 1.8917
H 1.6086 -0.4626 0.1137
H 1.8897 1.2764 0.5483
H -0.7788 -3.6135 0.7807
H -0.4656 -2.4260 -0.2439
O -0.2333 -2.7164 0.6041

---

5.
ORCA calculation (ωB97M-V with the def2-TZVPD basis set) on a structure of composition C2H3BrNO at a distorted geometry.

Results
Multiplicity = 1
Frontier orbital gap = 0.308 Ha
LUMO = 3.99 eV
Net charge = -1
E = -75700.541 eV
M = 136.956 g/mol

Atoms and positions in Å:
C -0.9371 0.6682 -0.2319
C 0.3773 -0.0585 -0.1566
N -0.6739 -0.7532 -0.0450
O -1.2895 -1.8158 0.1262
Br 3.5971 -0.0411 0.6032
H -1.3386 1.2171 0.6193
H -1.3318 0.9915 -1.1912
H 1.5965 -0.2083 0.2760